## one
Formula: CH5N2OP
Source: the Open Molecules 2025 dataset
Level of theory: ωB97M-V/def2-TZVPD

Spin multiplicity: 1
HOMO-LUMO gap, eV: 10.565
HOMO energy, eV: -10.0660

CARTESIAN COORDINATES (ANGSTROEM)
C  -1.593  -0.917  -0.107
N  1.519  1.205  -0.152
N  -2.387  0.023  0.183
O  2.310  -1.088  0.051
P  2.810  0.265  -0.190
H  -0.924  -1.662  0.505
H  -1.291  -1.022  -1.198
H  0.608  0.961  0.206
H  1.510  2.192  -0.520
H  -2.564  0.043  1.224



## two
Formula: CH5N2OP
Source: the Open Molecules 2025 dataset
Level of theory: ωB97M-V/def2-TZVPD

Spin multiplicity: 1
HOMO-LUMO gap, eV: 10.054
HOMO energy, eV: -9.2340

CARTESIAN COORDINATES (ANGSTROEM)
C  -0.250  1.323  0.434
N  -0.722  0.412  -0.412
N  0.037  -0.666  -0.878
O  0.827  1.377  0.978
P  1.041  -1.752  -0.046
H  -0.847  2.072  0.785
H  -1.727  0.423  -0.647
H  0.324  -0.331  -1.885
H  1.378  -0.794  0.971
H  -0.061  -2.064  0.699



Winner for stability: one



## one
Formula: C2H5ClN2O2
Source: the Open Molecules 2025 dataset
Level of theory: ωB97M-V/def2-TZVPD

Spin multiplicity: 1
HOMO-LUMO gap, eV: 10.062
HOMO energy, eV: -9.7597

CARTESIAN COORDINATES (ANGSTROEM)
C  -0.047  -0.343  0.032
C  1.276  -0.840  0.357
H  -0.435  1.803  -1.211
H  0.245  1.387  0.944
H  1.541  -1.907  0.317
H  1.448  -0.693  1.436
H  -2.170  0.001  -0.154
N  -0.546  0.889  0.564
N  -0.712  -1.324  -0.513
O  -1.072  1.731  -0.493
O  -2.041  -0.889  -0.669
Cl  2.514  0.186  -0.611



## two
Formula: C2H5ClN2O2
Source: the Open Molecules 2025 dataset
Level of theory: ωB97M-V/def2-TZVPD

Spin multiplicity: 1
HOMO-LUMO gap, eV: 10.036
HOMO energy, eV: -10.3460

CARTESIAN COORDINATES (ANGSTROEM)
C  -1.284  -0.020  -0.614
C  -0.541  0.462  0.600
N  0.794  0.567  0.062
N  1.509  -0.805  -0.115
O  0.802  -1.772  -0.140
O  2.623  -0.756  -0.509
Cl  1.876  1.723  0.963
H  -0.976  -1.142  -0.702
H  -2.377  0.165  -0.468
H  -1.076  0.562  -1.541
H  -0.810  1.362  1.102
H  -0.541  -0.348  1.362



Winner for stability: one



## one
Formula: C3H7N4S
Source: the Open Molecules 2025 dataset
Level of theory: ωB97M-V/def2-TZVPD

Total charge: +1
Spin multiplicity: 1
HOMO-LUMO gap, eV: 8.934
HOMO energy, eV: -12.9438

CARTESIAN COORDINATES (ANGSTROEM)
C  0.837  0.231  -0.140
C  0.328  1.620  0.239
C  -1.445  -0.085  -0.731
N  -3.277  -0.476  0.459
N  -2.298  -1.004  -0.032
N  -0.047  -0.458  -0.842
N  2.066  -0.211  0.129
S  -1.481  1.551  -0.020
H  0.557  1.925  1.281
H  0.553  2.492  -0.485
H  -2.081  0.094  -1.646
H  -3.979  -1.095  0.951
H  0.268  -1.374  -1.060
H  2.700  0.412  0.563
H  2.492  -1.061  -0.408



## two
Formula: C3H7N4S
Source: the Open Molecules 2025 dataset
Level of theory: ωB97M-V/def2-TZVPD

Total charge: +1
Spin multiplicity: 1
HOMO-LUMO gap, eV: 8.663
HOMO energy, eV: -14.1263

CARTESIAN COORDINATES (ANGSTROEM)
C  0.412  0.374  0.313
C  -0.099  -0.912  -0.424
C  -0.451  0.727  1.588
N  1.671  -0.177  0.786
N  0.740  -1.843  -0.188
N  1.791  -1.379  0.590
N  -1.031  -0.709  -1.470
S  0.782  1.991  -0.667
H  -0.662  -0.326  1.956
H  -1.321  1.220  1.226
H  -0.085  1.404  2.400
H  -1.069  -1.555  -2.032
H  -0.847  0.064  -2.154
H  -1.957  -0.631  -1.126
H  2.126  1.753  -0.799



Winner for stability: one



## one
Formula: C2H3N3OS
Source: the Open Molecules 2025 dataset
Level of theory: ωB97M-V/def2-TZVPD

Spin multiplicity: 1
HOMO-LUMO gap, eV: 8.846
HOMO energy, eV: -8.8232

CARTESIAN COORDINATES (ANGSTROEM)
C  0.583  -1.022  -0.827
C  -0.103  0.120  -0.417
H  -1.476  0.912  1.875
H  0.460  -1.285  -2.005
H  -2.022  0.287  -1.374
N  0.635  0.560  0.693
N  1.587  -1.333  -0.134
N  -1.275  0.700  -0.575
O  1.554  -0.415  0.832
S  0.056  1.475  1.931



## two
Formula: C2H3N3OS
Source: the Open Molecules 2025 dataset
Level of theory: ωB97M-V/def2-TZVPD

Spin multiplicity: 1
HOMO-LUMO gap, eV: 10.245
HOMO energy, eV: -9.8262

CARTESIAN COORDINATES (ANGSTROEM)
C  -1.235  -1.073  0.849
C  0.749  0.600  0.052
H  -1.717  -1.554  1.710
H  -1.957  -0.464  0.313
H  -0.850  -1.849  0.160
N  1.758  1.425  -0.036
N  1.877  1.646  -1.377
N  1.031  1.024  -2.056
O  0.235  0.298  -1.133
S  0.107  -0.054  1.518



Winner for stability: two



## one
Formula: C3H14O5
Source: the Open Molecules 2025 dataset
Level of theory: ωB97M-V/def2-TZVPD

Spin multiplicity: 1
HOMO-LUMO gap, eV: 10.528
HOMO energy, eV: -9.8499

CARTESIAN COORDINATES (ANGSTROEM)
C  -1.608  0.504  -1.309
O  -0.231  0.137  -1.369
C  -2.343  0.026  -0.046
C  -1.941  0.743  1.266
O  -0.678  0.322  1.790
H  -1.705  1.622  -1.430
H  -2.054  0.082  -2.224
H  0.285  0.744  -0.820
H  -3.424  0.198  -0.221
H  -2.184  -1.061  0.015
H  -1.951  1.816  1.127
H  -2.659  0.500  2.031
H  0.034  0.847  1.387
H  2.544  -1.359  1.488
H  2.356  -1.408  -0.032
O  2.805  -0.881  0.674
H  1.047  -2.897  -1.598
H  0.677  -1.380  -1.525
O  1.403  -2.056  -1.362
H  1.942  2.171  0.710
H  2.062  0.690  0.548
O  1.499  1.453  0.402



## two
Formula: C3H14O5
Source: the Open Molecules 2025 dataset
Level of theory: ωB97M-V/def2-TZVPD

Spin multiplicity: 1
HOMO-LUMO gap, eV: 8.537
HOMO energy, eV: -8.3228

CARTESIAN COORDINATES (ANGSTROEM)
C  0.811  1.560  -1.310
C  1.096  1.500  0.172
C  1.967  2.333  0.742
O  2.304  2.203  2.068
H  0.103  2.357  -1.604
H  1.786  1.847  -1.747
H  0.449  0.700  -1.875
H  0.626  0.756  0.773
H  2.436  3.218  0.356
H  1.727  1.595  2.535
H  -3.467  0.079  1.009
H  -3.589  -1.477  0.977
O  -3.047  -0.726  0.713
H  -1.089  -0.161  -3.126
H  -2.445  0.180  -2.510
O  -1.746  -0.492  -2.519
H  0.332  -3.388  -1.427
H  0.323  -3.442  0.064
O  0.479  -4.011  -0.711
H  -0.988  -1.447  1.775
H  -0.586  -0.975  0.366
O  -0.317  -0.955  1.287



Winner for stability: one



## one
Formula: CHIOS2
Source: the Open Molecules 2025 dataset
Level of theory: ωB97M-V/def2-TZVPD

Spin multiplicity: 1
HOMO-LUMO gap, eV: 7.278
HOMO energy, eV: -9.1272

CARTESIAN COORDINATES (ANGSTROEM)
C  0.990  -0.182  0.311
O  -1.625  -0.608  0.671
S  2.548  -0.364  -0.047
S  -0.846  -0.598  -0.521
I  -1.586  1.527  -1.658
H  0.520  0.226  1.244



## two
Formula: CHIOS2
Source: the Open Molecules 2025 dataset
Level of theory: ωB97M-V/def2-TZVPD

Spin multiplicity: 1
HOMO-LUMO gap, eV: 8.791
HOMO energy, eV: -9.6897

CARTESIAN COORDINATES (ANGSTROEM)
C  -0.188  0.185  -0.820
O  1.871  -1.652  -0.853
S  0.919  1.009  -1.834
S  0.800  -1.163  -1.658
I  -2.488  -0.173  -1.219
H  -0.074  0.125  0.151



Winner for stability: two